Density functional theory data (ωB97M-V/def2-TZVPD) for a 2-piece molecular cluster, C33H37BrNO5 overall in a non-equilibrium geometry.

Last column: Mulliken charge in e.
Atoms and positions in Å:
C (-1.500, -1.930, -5.225)  -1.3084
C (-2.315, -1.547, -4.013)  0.3362
O (-1.828, -0.257, -3.556)  -0.3300
C (-2.500, 0.159, -2.441)  0.4571
C (-2.033, 1.434, -1.962)  -1.0519
C (-2.750, 2.210, -1.050)  1.1774
C (-3.970, 1.815, -0.405)  -0.6025
C (-4.498, 2.570, 0.634)  -0.4100
C (-3.847, 3.742, 1.059)  -0.2301
Br (-4.438, 4.595, 2.644)  -0.2158
C (-2.720, 4.222, 0.365)  -0.1281
C (-2.199, 3.483, -0.684)  -0.8899
O (-3.373, -0.542, -1.912)  -0.7870
H (-1.460, -3.015, -5.310)  0.3583
H (-1.940, -1.537, -6.143)  0.3558
H (-0.479, -1.543, -5.146)  0.2824
H (-3.389, -1.491, -4.241)  0.3153
H (-2.156, -2.278, -3.205)  -0.1356
H (-1.167, 1.864, -2.447)  0.2642
H (-4.451, 0.898, -0.735)  0.4198
H (-5.397, 2.246, 1.138)  0.4013
H (-2.258, 5.149, 0.682)  0.5093
H (-1.333, 3.839, -1.242)  0.2879
C (0.079, 2.279, 5.267)  -1.8472
C (-0.576, 2.434, 3.889)  2.4952
C (-2.055, 2.047, 3.981)  -1.8164
C (-0.455, 3.905, 3.466)  -1.6355
C (0.160, 1.566, 2.860)  -0.4863
C (-0.498, 0.665, 2.076)  -0.1328
C (0.146, -0.121, 1.070)  -0.2598
C (-0.612, -0.983, 0.217)  -0.4309
C (-0.010, -1.975, -0.557)  0.5454
C (-0.661, -3.029, -1.169)  -0.9668
C (-0.021, -3.992, -2.015)  1.0172
C (-0.778, -5.033, -2.642)  -0.4323
C (-0.205, -5.919, -3.534)  -0.5702
C (1.166, -5.827, -3.839)  -0.0173
N (1.771, -6.676, -4.817)  0.9363
O (2.993, -6.532, -5.053)  -0.6038
O (1.085, -7.535, -5.413)  -0.6124
C (1.955, -4.855, -3.198)  -0.6179
C (1.381, -3.970, -2.306)  -0.4086
C (1.564, -0.004, 0.964)  -0.1241
C (2.302, 0.887, 1.684)  -0.8816
C (3.814, 1.061, 1.457)  2.2192
C (4.071, 2.489, 0.955)  -1.6814
C (4.325, 0.046, 0.428)  -2.0410
C (4.547, 0.866, 2.790)  -1.6973
C (1.611, 1.748, 2.657)  1.7313
O (2.237, 2.647, 3.267)  -0.8344
H (1.131, 2.576, 5.198)  0.3521
H (-0.433, 2.921, 5.993)  0.4522
H (0.020, 1.236, 5.599)  0.3620
H (-2.567, 2.205, 3.022)  0.0884
H (-2.168, 0.997, 4.285)  0.3908
H (-2.560, 2.676, 4.724)  0.4214
H (-0.877, 4.054, 2.464)  0.1912
H (-0.989, 4.544, 4.177)  0.4739
H (0.607, 4.178, 3.452)  0.3688
H (-1.563, 0.491, 2.228)  0.3629
H (-1.701, -0.916, 0.294)  0.2712
H (1.066, -1.907, -0.690)  -0.1973
H (-1.720, -3.164, -0.944)  0.3715
H (-1.843, -5.111, -2.421)  0.3550
H (-0.790, -6.695, -4.029)  0.4275
H (3.015, -4.818, -3.435)  0.4674
H (2.027, -3.225, -1.836)  0.3860
H (2.075, -0.668, 0.269)  0.0385
H (3.720, 3.200, 1.711)  0.3609
H (5.142, 2.641, 0.788)  0.4465
H (3.529, 2.669, 0.018)  0.3387
H (4.162, -0.982, 0.782)  0.3899
H (3.820, 0.177, -0.539)  0.3942
H (5.401, 0.176, 0.260)  0.4190
H (4.356, -0.141, 3.182)  0.3355
H (5.625, 1.003, 2.650)  0.4499
H (4.179, 1.606, 3.509)  0.3600

Its total charge is -1. The LUMO energy comes out at 0.0007 Eh. As for the energy above the lowest of the compared OMol25 structures with the same formula, charge and spin: 0.00 kcal per mole. The value obtained for the HOMO-LUMO gap is 3.18 eV. Its multiplicity is 1.



Density functional theory data (ωB97M-V/def2-TZVPD) for a 7-piece molecular cluster, C33H37Cl3O18 overall in a non-equilibrium geometry.

Last column: Mulliken charge in e.
Atoms and positions in Å:
O (-3.148, -1.722, 6.951)  -0.6058
C (-3.253, -1.145, 5.891)  0.7214
C (-2.152, -0.605, 5.120)  -0.5413
C (-2.336, 0.158, 4.027)  0.1038
O (-1.339, 0.633, 3.280)  -0.3134
C (-3.690, 0.432, 3.432)  0.8093
O (-3.879, 1.244, 2.558)  -0.5955
C (-4.790, -0.281, 4.118)  -0.9744
C (-4.618, -0.962, 5.257)  0.4820
O (-5.643, -1.549, 5.884)  -0.5604
H (-1.110, -0.762, 5.369)  0.4134
H (-1.720, 1.250, 2.627)  0.2692
H (-5.800, -0.229, 3.730)  0.4243
H (-5.268, -2.108, 6.589)  0.3508
O (0.539, -2.502, 3.274)  -0.5989
C (1.308, -1.557, 3.293)  0.8096
C (1.510, -0.752, 4.466)  -0.7792
C (2.365, 0.281, 4.554)  0.3483
O (2.715, 0.814, 5.719)  -0.5614
C (3.078, 0.802, 3.323)  0.7058
O (3.623, 1.884, 3.372)  -0.6997
C (2.970, -0.088, 2.174)  -0.5974
C (2.140, -1.141, 2.127)  0.3700
O (2.017, -1.847, 1.000)  -0.5181
H (1.114, -1.140, 5.400)  0.6101
H (3.360, 1.521, 5.543)  0.3408
H (3.512, 0.240, 1.295)  0.4152
H (1.262, -2.465, 1.095)  0.2210
O (-4.022, -7.513, 2.036)  -0.5846
C (-3.115, -6.779, 1.742)  0.6738
C (-1.704, -7.208, 1.805)  -0.8160
C (-0.705, -6.368, 1.520)  0.2216
O (0.603, -6.686, 1.616)  -0.6249
C (-0.941, -4.958, 1.027)  0.8496
O (-0.019, -4.200, 0.842)  -0.4394
C (-2.339, -4.532, 1.035)  -0.6067
C (-3.346, -5.370, 1.306)  0.1608
O (-4.583, -4.865, 1.491)  -0.5130
H (-1.457, -8.175, 2.220)  0.4218
H (1.046, -5.906, 1.220)  0.3592
H (-2.583, -3.498, 0.827)  0.4494
H (-5.185, -5.626, 1.567)  0.3426
O (1.667, 2.956, 1.177)  -0.5816
C (2.548, 3.527, 0.571)  0.8191
C (3.375, 2.862, -0.445)  -0.1903
C (4.268, 3.523, -1.186)  0.1948
O (4.901, 2.920, -2.203)  -0.5554
C (4.430, 5.002, -1.105)  0.6724
O (5.185, 5.592, -1.848)  -0.6157
C (3.742, 5.642, 0.017)  -0.8032
C (2.844, 4.988, 0.756)  0.2711
O (2.280, 5.551, 1.839)  -0.5955
H (3.472, 1.782, -0.460)  0.2093
H (5.374, 3.587, -2.729)  0.3592
H (4.001, 6.669, 0.236)  0.4229
H (1.892, 4.847, 2.384)  0.3611
Cl (0.570, 0.125, -1.526)  -0.0067
C (-0.726, 0.484, -0.387)  0.1643
Cl (-1.178, -0.911, 0.585)  0.1130
Cl (-2.132, 1.242, -1.153)  -0.1049
H (-0.295, 1.162, 0.342)  -0.1608
C (1.403, -3.234, -3.285)  -0.8602
C (0.880, -2.627, -4.573)  -0.2456
O (1.861, -1.775, -5.167)  -0.4589
C (1.888, -0.490, -4.578)  0.5862
C (2.657, 0.477, -5.451)  -1.3150
H (2.481, -3.396, -3.351)  0.3429
H (1.205, -2.573, -2.441)  0.0413
H (1.054, -4.246, -3.065)  0.3991
H (0.637, -3.406, -5.303)  0.3042
H (-0.061, -2.065, -4.541)  0.2748
H (0.883, -0.080, -4.414)  0.0311
H (2.313, -0.572, -3.568)  0.0560
H (3.721, 0.255, -5.538)  0.3305
H (2.539, 1.479, -5.040)  0.2975
H (2.253, 0.420, -6.463)  0.3394
C (-3.404, 4.161, -5.138)  -1.1837
C (-3.156, 3.705, -3.698)  -0.1438
O (-1.835, 3.942, -3.275)  -0.3492
C (-0.874, 3.084, -3.891)  -0.3460
C (0.412, 3.276, -3.102)  -0.9347
H (-4.414, 3.952, -5.490)  0.3953
H (-3.228, 5.240, -5.166)  0.2789
H (-2.714, 3.733, -5.865)  0.3132
H (-3.863, 4.215, -3.048)  0.3489
H (-3.347, 2.624, -3.643)  0.2079
H (-1.298, 2.076, -3.905)  0.3715
H (-0.713, 3.478, -4.899)  0.3272
H (0.136, 3.241, -2.046)  0.1394
H (0.760, 4.285, -3.325)  0.4028
H (1.191, 2.550, -3.317)  0.1321

Its total charge is 0. The LUMO energy comes out at -0.0623 Eh. The value obtained for the HOMO-LUMO gap is 7.92 eV. Its multiplicity is 1. As for the SMILES: O=C1C=C(O)C(=O)C=C1O.O=C1C=C(O)C(=O)C=C1O.O=C1C=C(O)C(=O)C=C1O.O=C1C=C(O)C(=O)C=C1O.ClC(Cl)Cl.CCOCC.CCOCC.



The records above give, respectively, HOMO values of -3.16 -9.62 eV.